No. 1
Below is a cluster of 11 separate species, C43H116N14O15 in total, with properties calculated with ωB97M-V/def2-TZVPD.

As for the total energy: -98041.8959 eV. The value obtained for the HOMO energy is -8.254 eV. Its HOMO-LUMO gap is 8.7 eV. Its energy relative to the best compared isomer or geometry (same formula, charge and spin) is 0.000 eV. Its total charge is 0. The calculation puts the LUMO energy at 0.5 eV. For the largest force on an atom, the calculation gives 1.797 eV/Å.

Last column: Mulliken charge in e.
Positions of all 188 atoms, in Å:
1 C 3.090 3.146 -3.326  0.85
2 C 4.103 4.271 -3.189  -0.20
3 C 3.529 5.665 -3.527  -0.62
4 O 4.466 6.661 -3.142  -0.36
5 C 3.888 7.950 -3.203  -0.73
6 N 4.644 4.265 -1.809  -0.60
7 H 3.567 2.264 -2.896  -0.11
8 H 2.720 2.930 -4.326  0.54
9 H 2.240 3.405 -2.696  -0.71
10 H 4.928 3.925 -3.816  0.50
11 H 2.603 5.852 -2.975  0.22
12 H 3.398 5.685 -4.613  0.44
13 H 3.532 8.163 -4.220  0.30
14 H 4.650 8.697 -3.001  0.26
15 H 2.985 7.988 -2.587  0.28
16 H 3.932 4.644 -1.171  0.01
17 H 5.231 5.100 -1.741  0.40
18 C -2.297 1.827 -3.035  -0.98
19 C -1.229 1.280 -3.957  2.56
20 C -1.820 0.642 -5.196  -0.59
21 O -0.832 0.242 -6.120  -0.14
22 C -1.420 -0.332 -7.254  -1.00
23 N -0.260 2.352 -4.186  -0.74
24 H -2.791 2.676 -3.514  0.50
25 H -1.806 2.193 -2.131  0.14
26 H -3.026 1.052 -2.792  -0.27
27 H -0.680 0.525 -3.372  -1.21
28 H -2.542 1.332 -5.660  0.60
29 H -2.492 -0.184 -4.932  -0.03
30 H -0.703 -0.766 -7.948  0.27
31 H -2.018 0.411 -7.796  0.29
32 H -2.147 -1.122 -7.025  0.35
33 H 0.419 1.929 -4.814  0.36
34 H 0.198 2.509 -3.297  0.01
35 C -0.814 -3.081 -4.779  -0.92
36 C 0.422 -3.948 -4.669  1.58
37 C 0.698 -4.528 -3.269  -1.57
38 O 0.272 -3.593 -2.304  0.48
39 C 0.321 -3.970 -0.973  -0.54
40 N 0.376 -5.088 -5.609  -0.82
41 H -1.713 -3.615 -4.475  0.46
42 H -0.956 -2.718 -5.799  0.36
43 H -0.672 -2.194 -4.162  -0.40
44 H 1.323 -3.357 -4.875  -0.15
45 H 1.779 -4.693 -3.176  0.34
46 H 0.187 -5.478 -3.074  0.41
47 H 1.358 -4.255 -0.745  -0.06
48 H -0.343 -4.805 -0.700  0.48
49 H 0.001 -3.143 -0.337  -0.19
50 H 0.290 -4.667 -6.530  0.29
51 H 1.236 -5.624 -5.640  0.30
52 C -2.450 -2.081 2.606  0.20
53 C -1.957 -1.069 3.643  0.93
54 C -1.917 -1.550 5.100  -0.91
55 O -3.226 -1.920 5.519  -0.38
56 C -3.232 -2.190 6.903  -0.52
57 N -0.655 -0.533 3.232  0.31
58 H -3.490 -2.349 2.796  0.68
59 H -1.888 -3.006 2.711  -1.00
60 H -2.395 -1.752 1.569  -0.22
61 H -2.561 -0.160 3.750  -0.12
62 H -1.496 -0.771 5.748  0.42
63 H -1.155 -2.336 5.210  0.05
64 H -2.726 -1.435 7.514  0.30
65 H -2.673 -3.122 7.056  0.07
66 H -4.263 -2.363 7.206  0.29
67 H -0.079 -1.310 2.877  -0.09
68 H -0.130 -0.245 4.057  0.27
69 C 1.920 -2.164 1.738  0.06
70 O 0.864 -2.812 2.412  -0.13
71 C 1.222 -4.148 2.740  -0.70
72 C 0.233 -4.852 3.649  -0.67
73 N 0.539 -6.260 3.784  -0.20
74 C -0.104 -6.916 4.901  -0.76
75 C 0.339 -6.348 6.282  -0.66
76 O -0.289 -5.123 6.616  -0.23
77 C -0.208 -4.862 7.993  -0.91
78 H 2.025 -2.502 0.702  -0.37
79 H 2.863 -2.200 2.287  0.62
80 H 1.667 -1.110 1.617  -0.50
81 H 2.192 -4.100 3.253  0.32
82 H 1.467 -4.708 1.827  0.19
83 H -0.780 -4.641 3.285  0.27
84 H 0.314 -4.365 4.619  0.14
85 H 0.486 -6.742 2.899  0.31
86 H 0.191 -7.969 4.947  0.46
87 H -1.193 -7.018 4.807  0.36
88 H 1.431 -6.308 6.271  0.29
89 H 0.032 -7.101 7.015  0.48
90 H 0.779 -5.065 8.424  0.42
91 H -0.847 -5.497 8.623  0.35
92 H -0.522 -3.838 8.178  0.22
93 C 2.878 -0.805 -7.597  -0.58
94 O 2.983 -1.104 -6.215  -0.42
95 C 2.467 -0.114 -5.359  -1.59
96 C 2.127 -0.629 -3.983  1.75
97 N 3.242 -1.334 -3.341  -0.38
98 C 3.303 -1.086 -1.888  1.46
99 C 4.252 -2.040 -1.227  -1.52
100 O 3.699 -3.336 -1.310  -0.20
101 C 4.165 -4.241 -0.346  -0.91
102 H 1.848 -0.629 -7.931  0.08
103 H 3.123 -1.663 -8.221  0.31
104 H 3.509 0.071 -7.753  0.32
105 H 1.650 0.437 -5.835  0.56
106 H 3.249 0.648 -5.212  0.38
107 H 1.234 -1.265 -3.976  -0.84
108 H 1.936 0.247 -3.355  -0.10
109 H 3.103 -2.334 -3.441  0.39
110 H 2.325 -1.138 -1.397  -0.65
111 H 3.826 -0.130 -1.821  -0.17
112 H 4.452 -1.662 -0.216  0.51
113 H 5.256 -2.007 -1.671  0.59
114 H 3.765 -5.252 -0.441  0.24
115 H 3.830 -3.896 0.640  0.28
116 H 5.251 -4.369 -0.303  0.38
117 C -4.132 0.690 0.396  0.06
118 O -5.289 -0.120 0.265  -0.51
119 C -4.999 -1.486 0.177  1.76
120 C -6.233 -2.271 -0.185  -1.56
121 N -7.051 -1.894 -1.322  -0.38
122 C -6.378 -1.554 -2.581  -0.43
123 C -5.707 -2.739 -3.261  -0.66
124 O -4.395 -3.016 -2.777  -0.45
125 C -3.432 -2.029 -2.994  -0.16
126 H -3.680 0.606 1.386  0.03
127 H -4.425 1.721 0.200  0.39
128 H -3.431 0.462 -0.413  -0.24
129 H -4.574 -1.813 1.137  -0.37
130 H -4.199 -1.681 -0.552  -0.34
131 H -6.856 -2.374 0.710  0.56
132 H -6.005 -3.338 -0.307  0.31
133 H -7.569 -1.075 -1.024  0.32
134 H -5.743 -0.676 -2.425  0.23
135 H -7.165 -1.226 -3.266  0.43
136 H -5.532 -2.498 -4.318  0.35
137 H -6.324 -3.632 -3.203  0.44
138 H -2.532 -2.268 -2.427  -0.24
139 H -3.703 -1.056 -2.561  -0.11
140 H -3.267 -1.929 -4.071  0.47
141 C -2.853 2.350 6.940  -0.61
142 O -1.739 2.875 6.265  -0.32
143 C -1.840 2.900 4.854  0.15
144 C -0.573 3.469 4.240  -0.34
145 N -0.510 4.895 4.499  -0.32
146 C 0.678 5.496 3.946  -0.09
147 C 0.720 7.024 4.108  -0.79
148 O 0.898 7.341 5.478  -0.29
149 C 0.568 8.648 5.858  -0.74
150 H -3.741 2.957 6.734  0.32
151 H -2.566 2.490 7.985  0.26
152 H -3.057 1.285 6.787  0.12
153 H -2.709 3.443 4.470  0.41
154 H -1.939 1.861 4.510  -0.37
155 H -0.673 3.244 3.174  0.09
156 H 0.306 2.901 4.573  0.31
157 H -0.559 5.078 5.493  0.29
158 H 0.888 5.199 2.917  0.01
159 H 1.529 5.109 4.532  0.32
160 H -0.225 7.473 3.784  0.40
161 H 1.576 7.455 3.576  0.38
162 H -0.309 9.090 5.379  0.30
163 H 1.446 9.283 5.668  0.29
164 H 0.481 8.649 6.945  0.24
165 C 0.189 0.824 -0.224  -0.93
166 O 0.762 1.410 -1.163  1.41
167 N -0.601 -0.265 -0.381  2.56
168 N 0.459 1.191 1.042  0.44
169 H -0.682 -0.765 -1.246  -1.11
170 H -1.077 -0.499 0.477  -1.06
171 H 1.184 1.879 1.186  0.05
172 H 0.075 0.713 1.854  0.13
173 C 4.221 1.247 0.921  0.32
174 O 4.038 0.088 1.304  -0.61
175 N 5.251 2.050 1.317  -0.37
176 N 3.516 1.803 -0.096  0.57
177 H 5.826 1.706 2.065  0.24
178 H 5.422 2.927 0.866  0.15
179 H 3.539 2.779 -0.312  0.00
180 H 2.786 1.210 -0.465  -0.86
181 C 0.845 4.819 -0.178  0.66
182 O 1.690 4.296 0.571  -0.76
183 N 0.384 4.190 -1.266  0.37
184 N 0.376 6.081 -0.002  -0.39
185 H -0.261 4.645 -1.885  0.30
186 H 0.746 3.271 -1.503  -1.61
187 H -0.279 6.458 -0.658  0.13
188 H 0.793 6.673 0.692  0.25

***

No. 2
Below is a structure of composition C43H26N11OS2W, with properties calculated with ωB97M-V/def2-TZVPD.

As for the total energy: -86940.8608 eV. The value obtained for the HOMO energy (spin up / spin down) is -3.172 / -3.400 eV. Its expectation value of S² is 2.061. Its HOMO-LUMO gap (spin up / spin down) is 5.2 / 4.9 eV. Its energy relative to the best compared isomer or geometry (same formula, charge and spin) is 12.975 eV. Its total charge is -1. The calculation puts the LUMO energy (spin up / spin down) at 2.0 / 1.5 eV. Its spin multiplicity is 3. For the largest force on an atom, the calculation gives 7.236 eV/Å.

Last column: Mulliken charge in e.
Positions of all 84 atoms, in Å:
1 W 0.510 -0.132 -0.392  2.74
2 C -4.280 3.034 -3.556  -0.90
3 C -4.917 1.809 -3.762  -0.48
4 C -4.362 0.619 -3.314  -0.77
5 C -3.109 0.677 -2.730  0.14
6 C -2.400 -0.262 -1.852  -0.35
7 N -1.658 0.501 -0.865  -0.61
8 C -1.375 1.570 -1.605  2.38
9 N -0.892 2.911 -1.003  -0.64
10 C -0.039 2.854 0.202  1.04
11 C 0.111 3.870 1.713  0.04
12 C -0.517 5.014 2.146  -0.29
13 C -0.190 5.451 3.426  -0.77
14 C 0.742 4.742 4.196  -0.48
15 C 1.366 3.600 3.728  -0.61
16 C 1.041 3.142 2.445  0.46
17 C 1.415 1.948 1.758  -0.42
18 N 2.221 1.028 2.309  -0.58
19 C 2.027 -0.251 2.135  0.04
20 N 0.783 -0.819 1.726  -0.66
21 C 1.058 -2.195 1.887  0.22
22 N 0.383 -3.219 1.519  -0.33
23 C -0.618 -3.075 0.609  -0.54
24 N -0.926 -1.947 -0.086  0.22
25 C -2.038 -2.269 -0.859  -1.09
26 N -2.710 -1.487 -1.743  -0.47
27 C -2.521 -3.544 -0.503  0.85
28 C -3.712 -4.238 -0.800  -0.63
29 C -3.953 -5.422 -0.155  -0.58
30 C -3.042 -5.937 0.809  -0.63
31 C -1.888 -5.267 1.118  -0.52
32 C -1.613 -4.062 0.444  0.44
33 C 2.123 -2.406 2.890  0.31
34 C 2.244 -3.397 3.853  -0.76
35 C 3.089 -3.158 4.923  -0.53
36 C 3.707 -1.911 5.085  -0.57
37 C 3.498 -0.889 4.176  -0.50
38 C 2.693 -1.164 3.078  0.27
39 N 0.581 1.766 0.681  0.35
40 C -2.493 1.908 -2.518  -0.53
41 C -3.051 3.107 -2.915  -0.23
42 H -4.761 3.946 -3.889  0.40
43 H -5.887 1.800 -4.244  0.39
44 H -4.883 -0.327 -3.396  0.49
45 H -1.240 5.530 1.527  0.56
46 H -0.661 6.336 3.832  0.40
47 H 0.972 5.096 5.194  0.40
48 H 2.063 3.045 4.340  0.53
49 H -4.425 -3.821 -1.500  0.52
50 H -4.866 -5.969 -0.357  0.38
51 H -3.285 -6.862 1.319  0.40
52 H -1.211 -5.629 1.882  0.52
53 H 1.691 -4.321 3.747  0.50
54 H 3.240 -3.924 5.674  0.39
55 H 4.331 -1.734 5.953  0.38
56 H 3.936 0.091 4.313  0.49
57 H -2.550 4.048 -2.733  0.53
58 S 0.482 -0.780 -2.862  -0.63
59 C 0.514 0.910 -2.934  1.10
60 N 0.521 1.525 -1.753  -0.40
61 C 0.526 3.067 -1.891  0.43
62 C 0.764 4.199 -0.990  -0.80
63 C 1.031 5.451 -1.430  -0.87
64 C 1.056 5.709 -2.829  -1.07
65 C 0.862 4.678 -3.711  -0.34
66 C 0.627 3.370 -3.291  0.21
67 S 0.513 1.945 -4.303  -0.40
68 H 0.618 3.922 0.336  0.35
69 H 1.179 6.263 -0.726  0.48
70 H 1.253 6.708 -3.194  0.35
71 H 0.928 4.885 -4.775  0.39
72 O 2.253 0.270 -0.559  -0.98
73 C 0.657 -4.012 -2.101  -1.37
74 C 1.810 -3.430 -1.362  0.46
75 N 1.929 -2.268 -0.758  0.52
76 C 3.215 -2.201 -0.270  -0.82
77 C 3.872 -3.351 -0.558  -0.91
78 N 2.972 -4.125 -1.257  -0.04
79 H -0.211 -3.359 -2.097  0.07
80 H 0.357 -4.955 -1.641  0.38
81 H 0.942 -4.197 -3.140  0.47
82 H 3.573 -1.313 0.219  0.53
83 H 4.875 -3.674 -0.344  0.42
84 H 3.124 -5.041 -1.637  0.19

***

Look up the total energy of the second one.
-86940.8608 eV